1.
{
  "formula": "C2H2N2O4S",
  "method": "ωB97M-V/def2-TZVPD",
  "symbols": ["C", "C", "N", "N", "O", "O", "O", "O", "S", "H", "H"],
  "positions_angstrom": [[-1.2147, -1.1400, 0.2747], [-0.1274, -0.0794, -0.1458], [-2.7319, 0.5918, -0.3303], [-2.5708, -0.6068, -0.1134], [-3.4010, -1.4519, -0.1967], [-0.9770, -2.2624, 0.5030], [-1.0868, 2.3803, -0.9907], [-1.1770, 1.8058, 1.4071], [-1.3152, 1.4538, 0.0314], [0.6111, 0.2358, 0.5192], [0.1483, -0.1427, -1.1465]],
  "nbo_charge": [0.637, -0.714, -0.452, 0.285, -0.316, -0.388, -0.888, -0.900, 2.214, 0.265, 0.257],
  "molar_mass_g_mol": 150.12,
  "multiplicity": 1,
  "orbital_gap_ev": 9.41,
  "homo_ev": -11.17,
  "total_charge": 0,
  "energy_ha": -885.91572
}

2.
{
  "formula": "C5H7NO",
  "method": "ωB97M-V/def2-TZVPD",
  "symbols": ["O", "C", "C", "N", "C", "C", "C", "H", "H", "H", "H", "H", "H", "H"],
  "positions_angstrom": [[1.8521, 1.3264, -1.3553], [0.7157, 1.0421, -1.3697], [1.6040, -1.0592, 0.7795], [0.3765, -1.2835, 0.5761], [-0.5572, -0.2452, 0.9707], [-1.3760, 0.2363, -0.2299], [-0.5581, 0.7253, -1.4057], [2.3440, -1.8009, 0.4765], [1.9833, -0.1349, 1.2414], [-0.0509, 0.6081, 1.4573], [-1.2518, -0.6769, 1.7013], [-2.0466, 1.0349, 0.1148], [-2.0112, -0.5865, -0.5747], [-1.0239, 0.8140, -2.3823]],
  "nbo_charge": [-0.474, 0.716, -0.054, -0.392, -0.250, -0.392, -0.552, 0.178, 0.144, 0.165, 0.212, 0.213, 0.220, 0.266],
  "molar_mass_g_mol": 97.12,
  "multiplicity": 1,
  "orbital_gap_ev": 9.70,
  "homo_ev": -8.84,
  "total_charge": 0,
  "smiles": "C=NCCC=C=O",
  "energy_ha": -324.65410
}

3.
{
  "formula": "C7H8N2",
  "method": "ωB97M-V/def2-TZVPD",
  "symbols": ["C", "C", "C", "C", "C", "C", "C", "H", "H", "H", "H", "H", "H", "H", "H", "N", "N"],
  "positions_angstrom": [[1.2345, 1.6761, -0.0851], [0.9434, 0.3263, -0.3455], [1.5814, -0.2097, -1.5384], [-0.1900, -0.3793, 0.2509], [-0.3456, -0.4483, 1.6081], [-0.8338, -1.1510, -0.7589], [-1.8533, -2.0716, -0.5834], [-0.3022, 2.1036, 1.1996], [0.7394, 3.2794, 0.7729], [2.0991, 2.0373, -0.5800], [0.5465, -0.2692, 2.3611], [-1.1885, -0.9650, 2.0478], [-0.4406, -0.8486, -1.7879], [-2.4263, -2.5430, 0.5485], [-2.3556, -2.4467, -1.5304], [0.7626, 2.3172, 1.0806], [2.0291, -0.4075, -2.6599]],
  "nbo_charge": [0.100, -0.249, 0.259, -0.095, -0.366, -0.265, -0.335, 0.387, 0.367, 0.212, 0.226, 0.201, 0.239, 0.211, 0.211, -0.773, -0.329],
  "molar_mass_g_mol": 120.16,
  "multiplicity": 1,
  "orbital_gap_ev": 8.31,
  "homo_ev": -8.54,
  "total_charge": 0,
  "energy_ha": -380.88785
}

4.
{
  "formula": "C9H12NO2S",
  "method": "ωB97M-V/def2-TZVPD",
  "symbols": ["C", "C", "C", "C", "C", "C", "C", "C", "C", "N", "O", "O", "S", "H", "H", "H", "H", "H", "H", "H", "H", "H", "H", "H", "H"],
  "positions_angstrom": [[-2.4843, 2.6870, 2.6809], [-1.7355, 1.8046, 1.8522], [-2.2594, 3.9956, 2.4202], [-0.9340, 2.4377, 0.9542], [-0.4093, 1.8888, -0.1722], [1.8977, -1.0317, -0.3235], [1.3355, -1.3086, 1.1403], [-0.3430, -0.7607, -0.1963], [0.5177, -1.5814, -2.3199], [0.6936, -1.0028, -1.0556], [-0.0166, 2.6166, -1.1636], [0.0897, -0.7387, 1.0682], [-1.2711, 4.2197, 1.0904], [-2.9674, 2.3256, 3.5662], [-1.7610, 0.7388, 1.9832], [-2.4572, 4.7650, 3.0998], [2.3514, -0.0153, -0.3065], [2.6225, -1.8012, -0.5319], [1.1097, -2.3527, 1.2941], [1.9022, -1.1118, 2.0101], [-1.3236, -0.8517, -0.5127], [0.7727, -2.6212, -2.1820], [-0.4745, -1.4762, -2.6878], [1.2583, -1.1453, -2.9447], [0.1744, 2.0369, -2.0842]],
  "nbo_charge": [-0.281, -0.091, -0.325, -0.402, 0.247, -0.258, -0.072, 0.541, -0.402, -0.366, -0.625, -0.446, 0.465, 0.240, 0.232, 0.253, 0.223, 0.245, 0.184, 0.234, 0.226, 0.215, 0.229, 0.222, 0.510],
  "molar_mass_g_mol": 198.27,
  "multiplicity": 1,
  "orbital_gap_ev": 7.96,
  "homo_ev": -11.61,
  "total_charge": 1,
  "energy_ha": -953.16254
}

5.
{
  "formula": "C4H3CuO2",
  "method": "ωB97M-V/def2-TZVPD",
  "symbols": ["C", "C", "C", "C", "H", "H", "O", "H", "O", "Cu"],
  "positions_angstrom": [[1.0076, -2.4639, 0.4331], [0.5726, -1.3469, 0.1622], [0.1991, -0.0739, -0.0775], [-0.7406, 0.8373, 0.0522], [0.4804, 2.1386, -0.7044], [-1.8155, 0.6473, 0.0918], [1.4176, -3.6644, 0.6103], [1.7064, -3.8414, 1.5193], [-0.4495, 2.1523, -0.3399], [-1.5953, 3.3822, -0.7171]],
  "nbo_charge": [0.709, -0.132, 0.064, 0.259, 0.569, 0.256, -0.523, 0.577, -0.764, 0.986],
  "molar_mass_g_mol": 146.61,
  "multiplicity": 3,
  "orbital_gap_ev": [8.79, 7.28],
  "s2": 2.046,
  "homo_ev": [-18.01, -19.83],
  "total_charge": 2,
  "energy_ha": -1944.23618
}

6.
{
  "formula": "CH3Br",
  "method": "ωB97M-V/def2-TZVPD",
  "symbols": ["C", "Br", "H", "H", "H"],
  "positions_angstrom": [[-0.2523, 0.1198, 0.0385], [1.6729, -0.0167, 0.0171], [-0.5328, -1.2566, 0.0436], [-0.4950, 0.6130, 0.8911], [-0.3928, 0.5404, -0.9903]],
  "nbo_charge": [-0.623, -0.036, 0.220, 0.203, 0.235],
  "molar_mass_g_mol": 94.94,
  "multiplicity": 1,
  "orbital_gap_ev": 10.78,
  "homo_ev": -9.93,
  "total_charge": 0,
  "energy_ha": -2613.85702
}

Here are the calculated energy relative to the best compared isomer or geometry (same formula, charge and spin) numbers, same order: 73.7 184.8 356.6 264.0 13.0 105.9 (kJ/mol).